{"formula": "C37H32BaN7O4P2", "method": "ωB97M-V/def2-TZVPD", "elements": ["Ba", "P", "P", "O", "O", "O", "O", "N", "N", "N", "N", "N", "N", "N", "C", "C", "C", "C", "C", "C", "C", "C", "C", "C", "C", "C", "C", "C", "C", "C", "C", "C", "C", "C", "C", "C", "C", "C", "C", "C", "C", "C", "C", "C", "C", "C", "C", "C", "C", "C", "C", "H", "H", "H", "H", "H", "H", "H", "H", "H", "H", "H", "H", "H", "H", "H", "H", "H", "H", "H", "H", "H", "H", "H", "H", "H", "H", "H", "H", "H", "H", "H", "H"], "positions_angstrom": [[0.1379, 0.0949, 0.0174], [1.6413, 3.5352, -0.7465], [3.1057, 1.8526, 1.4505], [2.4673, 0.5407, 1.0896], [-1.8703, -1.0017, 1.1968], [0.6607, 2.4132, -0.9538], [-2.3859, 2.1418, 2.2901], [1.6140, -4.5113, -1.5464], [-1.9263, 1.1341, 1.7192], [0.9860, -2.4937, -1.0645], [-2.4817, -0.0207, 1.8862], [0.9182, -4.1116, -2.6246], [-0.6038, -0.8379, -2.7197], [-1.3670, -1.7176, -5.2495], [-1.7211, -0.5235, -4.7895], [5.2158, 1.9136, 3.2830], [-0.2504, -2.0384, -3.1785], [-0.1981, 4.5360, 1.0354], [1.5415, 6.0770, 0.3736], [-1.3399, -0.0823, -3.5304], [6.5385, 1.7162, 3.6538], [-0.1701, 6.7757, 1.9049], [3.6195, 5.4716, -3.7634], [1.8233, 4.6847, 4.0683], [3.3597, 4.8535, -2.5497], [-5.8982, -1.1753, 4.0313], [1.3786, 4.9859, -4.4931], [1.6473, -3.5448, -0.6258], [1.1160, 4.3688, -3.2820], [0.9517, 4.8154, 0.3026], [2.1068, 4.2997, -2.3032], [1.1054, 2.1105, 3.3147], [2.6298, 5.5386, -4.7330], [3.2103, 2.9852, 0.0127], [4.8156, 1.6688, 1.9732], [0.5560, -2.8932, -2.2952], [5.7486, 1.2078, 1.0423], [2.2043, 2.7259, 2.7267], [2.5591, 4.0236, 3.1044], [-5.3372, 0.0649, 4.2798], [-5.3254, -2.0086, 3.0813], [7.4621, 1.2718, 2.7209], [-4.2122, 0.4964, 3.5888], [-3.6478, -0.3510, 2.6345], [-0.7560, 5.5206, 1.8376], [0.3586, 2.7813, 4.2733], [7.0665, 1.0134, 1.4138], [-4.2008, -1.6075, 2.3836], [0.7234, 4.0621, 4.6511], [0.9800, 7.0552, 1.1751], [-0.6341, -2.4738, -4.4458], [0.1426, 4.5870, 5.3983], [7.7858, 0.6572, 0.6888], [2.0986, 5.6888, 4.3622], [5.4462, 0.9836, 0.0253], [4.4964, 2.2511, 4.0173], [0.6083, 5.0379, -5.2507], [1.4280, 8.0390, 1.2213], [3.7927, 2.4702, -0.7566], [4.1470, 4.8060, -1.8067], [-0.3370, -3.4517, -4.8014], [-5.7548, -2.9817, 2.8821], [-3.7929, 1.4665, 3.7821], [0.8374, 1.0995, 3.0341], [4.5951, 5.8987, -3.9521], [0.1434, 3.9327, -3.0895], [6.8454, 1.9066, 4.6732], [-1.6336, 0.8961, -3.1694], [-6.7772, -1.4946, 4.5753], [3.7723, 3.8709, 0.3232], [-0.5092, 2.3068, 4.7096], [-1.6497, 5.2971, 2.4049], [2.4194, 6.3093, -0.2204], [-0.6118, 7.5445, 2.5257], [2.8355, 6.0218, -5.6788], [-2.3236, 0.0994, -5.4386], [2.1420, -3.6310, 0.3275], [3.4136, 4.5149, 2.6522], [8.4929, 1.1201, 3.0123], [-5.7769, 0.7188, 5.0216], [2.0135, -5.4354, -1.5168], [-0.6680, 3.5607, 0.9910], [-3.7306, -2.2447, 1.6524]], "spin_multiplicity": 1, "e_above_lowest_ev": 0.835, "total_energy_ev": -76778.40843, "homo_lumo_gap_ev": 7.09, "max_force_ha_per_bohr": 0.01485, "charge": 1}

=====

{"formula": "C2H5NO4", "method": "ωB97M-V/def2-TZVPD", "elements": ["O", "O", "O", "O", "N", "C", "C", "H", "H", "H", "H", "H"], "positions_angstrom": [[-0.2572, -1.1128, 1.8425], [-3.6494, 1.3628, -1.6709], [1.4645, -0.3276, -1.4040], [1.8920, -0.6996, 1.3220], [0.1854, 0.4950, 0.2773], [0.7502, 0.5655, -0.9892], [0.5567, -0.5184, 1.2225], [2.2042, -0.6119, 0.3917], [-4.2285, 0.8588, -2.2457], [0.5899, 1.4659, -1.5772], [-3.1084, 0.6953, -1.2024], [-0.7818, 0.7672, 0.3274]], "spin_multiplicity": 1, "e_above_lowest_ev": 1.406, "smiles": "O=CNC(=O)O.O", "total_energy_ev": -11835.38653, "homo_lumo_gap_ev": 11.45, "max_force_ha_per_bohr": 0.02776}

=====

{"formula": "C13H25ClF7InN2O6P", "method": "ωB97M-V/def2-TZVPD", "elements": ["In", "Cl", "P", "F", "F", "F", "F", "F", "F", "F", "O", "O", "O", "O", "O", "O", "N", "N", "C", "C", "C", "C", "C", "C", "C", "C", "C", "C", "C", "C", "C", "H", "H", "H", "H", "H", "H", "H", "H", "H", "H", "H", "H", "H", "H", "H", "H", "H", "H", "H", "H", "H", "H", "H", "H", "H"], "positions_angstrom": [[0.9790, 1.8466, 0.1212], [-0.6277, 1.0630, 1.7994], [0.4477, 4.3221, -0.2020], [-3.5455, 1.7465, -3.1103], [4.1009, 1.0488, -0.9997], [0.2336, -6.9974, 3.8389], [-2.2453, 1.2243, -1.4654], [0.7184, -7.9979, 1.9807], [2.1651, -7.9362, 3.5833], [-3.4945, -0.2913, -2.3733], [-5.7252, 1.3536, -1.6551], [2.8463, -5.4784, 2.7863], [0.9284, -5.3622, 1.5913], [1.7551, 5.2252, 0.2036], [-0.5879, 4.8142, 0.9618], [-4.3913, 1.4343, 0.1657], [-0.0697, -1.4683, -0.7144], [-0.0371, 4.8373, -1.6070], [4.0976, 2.0038, 0.0370], [-7.0052, 3.1063, -0.5414], [5.5074, 2.0297, 0.6285], [1.3012, -4.0811, 1.0043], [2.2512, -4.2706, -0.1530], [1.7885, -5.9013, 2.4233], [-6.8796, 1.6279, -0.8333], [-3.4260, 1.0007, -2.0078], [-4.5658, 1.3052, -1.0048], [1.2178, -7.2394, 2.9616], [2.9935, 1.6559, 1.0122], [1.1539, -0.8520, -1.2576], [0.9548, 0.6090, -1.6754], [-0.8750, -0.9074, -0.9640], [-6.8037, 1.0442, 0.0837], [1.7884, 0.9202, -2.3128], [-6.1633, 3.4580, 0.0528], [0.3630, -3.6514, 0.6673], [3.8979, 2.9685, -0.4438], [1.9215, 5.7753, -0.5742], [1.9360, -0.9102, -0.4890], [1.7284, -3.4529, 1.7850], [6.2205, 1.6078, -0.0843], [-0.0407, -1.4432, 0.2974], [-7.0406, 3.6761, -1.4701], [3.1418, 0.6155, 1.3303], [3.1037, 2.2971, 1.8927], [0.0422, 0.6889, -2.2764], [3.1993, -4.6946, 0.1780], [-7.7194, 1.2609, -1.4197], [-0.1816, 4.0692, -2.2510], [-0.5747, 4.1990, 1.7046], [5.8176, 3.0541, 0.8475], [5.5545, 1.4437, 1.5500], [1.8088, -4.9287, -0.9013], [-7.9235, 3.2918, 0.0165], [1.5189, -1.4568, -2.1015], [2.4403, -3.3030, -0.6160]], "spin_multiplicity": 1, "total_energy_ev": -75164.35360, "homo_lumo_gap_ev": 7.73, "max_force_ha_per_bohr": 0.00932, "charge": -1}

=====

{"formula": "C7H5N2O4", "method": "ωB97M-V/def2-TZVPD", "elements": ["O", "O", "O", "O", "N", "N", "C", "C", "C", "C", "C", "C", "C", "H", "H", "H", "H", "H"], "positions_angstrom": [[2.0874, -2.6416, 0.1967], [1.2184, -1.8097, -1.6098], [2.0079, 2.8151, 0.6372], [3.5364, 1.5820, -0.3256], [1.7305, -1.7124, -0.5067], [2.3994, 1.7055, 0.1490], [-0.3469, 0.3631, -1.0207], [-2.2976, -0.6696, -0.0918], [-1.8674, -0.3957, 1.2083], [-0.6605, 0.1221, 1.4454], [0.1224, 0.5425, 0.3969], [-1.5703, -0.1945, -1.2070], [1.4814, 0.8347, 0.4561], [-2.5014, -0.6115, 2.0555], [0.2241, 0.9316, -1.8145], [-3.2763, -1.1093, -0.1442], [-2.1605, -0.2329, -2.1842], [-0.1269, 0.4807, 2.3595]], "spin_multiplicity": 1, "e_above_lowest_ev": 6.967, "total_energy_ev": -18502.05510, "homo_lumo_gap_ev": [6.60, 5.72], "max_force_ha_per_bohr": 0.10516, "charge": -1}

=====

{"formula": "C10H21BrF2InO2", "method": "ωB97M-V/def2-TZVPD", "elements": ["In", "Br", "F", "F", "O", "O", "C", "C", "C", "C", "C", "C", "C", "C", "C", "C", "H", "H", "H", "H", "H", "H", "H", "H", "H", "H", "H", "H", "H", "H", "H", "H", "H", "H", "H", "H", "H"], "positions_angstrom": [[5.1979, -0.1884, -0.1963], [4.0487, 2.0274, -0.9243], [3.7944, -3.9552, -1.6089], [6.5725, -0.5146, -1.6388], [-2.7333, 0.9812, 1.4015], [0.6314, -1.3925, -1.8939], [-3.3810, 2.2479, 1.4885], [-3.9848, 2.3175, 2.8864], [-0.5809, 0.5796, -2.3375], [-0.7491, -1.6919, -1.7269], [-2.9772, 1.4963, 3.6898], [0.8082, 0.0209, -2.0602], [-2.6231, 0.3949, 2.6977], [3.8061, -1.8491, -0.4158], [-1.4502, -0.3576, -1.5014], [3.8503, -2.5330, -1.7573], [1.2353, 0.4515, -1.1503], [-3.3213, -0.4459, 2.7758], [-1.6086, 0.0133, 2.8191], [4.0984, -2.5684, 0.3573], [-2.0955, 2.0980, 3.9182], [-0.6675, 1.6254, -2.0431], [-0.8553, -2.3827, -0.8873], [-1.4075, -0.0674, -0.4516], [-4.0955, 3.3409, 3.2435], [-3.3786, 1.1049, 4.6240], [-2.6442, 3.0445, 1.3396], [2.7876, -1.5307, -0.1786], [-2.4982, -0.3751, -1.8036], [4.7666, -2.3496, -2.3212], [1.5227, 0.1851, -2.8670], [-1.1284, -2.1899, -2.6284], [2.9797, -2.2777, -2.3669], [-0.8281, 0.4960, -3.3988], [-4.1229, 2.3122, 0.6909], [-4.9658, 1.8376, 2.9029], [5.9971, 0.0945, 1.3228]], "spin_multiplicity": 1, "e_above_lowest_ev": 0.000, "total_energy_ev": -95459.24091, "homo_lumo_gap_ev": 7.67, "max_force_ha_per_bohr": 0.00396, "charge": -1}

=====

{"formula": "C23H33F2NO4", "method": "ωB97M-V/def2-TZVPD", "elements": ["F", "F", "O", "O", "O", "O", "N", "C", "C", "C", "C", "C", "C", "C", "C", "C", "C", "C", "C", "C", "C", "C", "C", "C", "C", "C", "C", "C", "C", "C", "H", "H", "H", "H", "H", "H", "H", "H", "H", "H", "H", "H", "H", "H", "H", "H", "H", "H", "H", "H", "H", "H", "H", "H", "H", "H", "H", "H", "H", "H", "H", "H", "H"], "positions_angstrom": [[-4.0428, 0.2146, -7.0173], [-1.0536, 3.6180, -1.4041], [1.8111, -0.1150, 2.4839], [0.6457, 0.4685, 0.4546], [-0.9279, -1.9028, 1.0635], [1.4237, -1.7974, 0.7931], [0.3129, -3.5639, 2.1015], [-0.7690, 1.4708, -2.3315], [0.5281, -2.6656, 4.5275], [-0.5046, 0.6740, -3.4395], [-0.7930, 2.8487, -2.4746], [-4.0746, 0.2206, -3.3964], [0.2936, 2.5644, 1.8976], [1.7421, -2.0093, 5.3721], [4.9843, 0.2055, 2.1655], [-0.5534, 3.4479, -3.7008], [0.3224, 2.5233, 3.4968], [4.2509, -0.7433, 1.1022], [1.2351, -3.3782, 3.2545], [-0.2778, 2.6507, -4.8067], [-0.2537, 1.1268, 1.3693], [-3.7170, 0.5265, -4.7049], [-0.2562, 1.2655, -4.6762], [-5.7493, -1.3131, -4.2128], [-5.0888, -0.7015, -3.1515], [3.0095, -0.0129, 0.3973], [-4.3851, -0.0849, -5.7533], [0.2119, -2.3217, 1.2831], [-5.3998, -0.9994, -5.5218], [1.5938, -0.3866, 1.0936], [-0.1197, -1.8269, 4.0817], [-0.0456, 0.6430, -5.5396], [-0.1026, -3.3817, 5.1356], [-1.1872, 1.3951, 0.7523], [1.3547, 2.2172, 3.8578], [3.1271, 1.1174, 0.3433], [-3.5634, 0.6993, -2.5688], [-0.4066, 1.7537, 3.9433], [-6.5362, -2.0340, -4.0206], [1.4919, -4.4365, 3.6272], [-0.6450, 0.4732, 2.2166], [5.0209, -0.2790, 3.1950], [4.4452, 1.2057, 2.2945], [-0.9561, 1.0297, -1.3604], [2.2365, -2.9022, 2.9887], [-0.4684, 3.3723, 1.6060], [6.0602, 0.3929, 1.8389], [2.1691, -1.0847, 4.8458], [-2.9251, 1.2352, -4.9145], [-5.3642, -0.9429, -2.1302], [1.2928, 2.8115, 1.4140], [-0.5832, 4.5277, -3.7853], [-0.0802, 3.1096, -5.7692], [-0.4912, -0.4057, -3.3408], [-5.9092, -1.4591, -6.3603], [1.4060, -1.7990, 6.4333], [-0.0049, 3.5287, 3.9409], [5.0145, -0.9307, 0.2641], [1.1093, -0.5020, 3.0461], [2.5893, -2.7827, 5.3634], [3.9887, -1.7796, 1.5110], [0.6258, -4.3319, 1.4823], [2.9386, -0.4638, -0.6565]], "spin_multiplicity": 1, "smiles": "CCCNC(=O)O[C@@](O)(CCC)OCCC.Fc1ccccc1.Fc1ccccc1", "total_energy_ev": -39498.60830, "homo_lumo_gap_ev": 9.71, "max_force_ha_per_bohr": 0.07682}